# 1
89
Properties=species:S:1:pos:R:3 method="wB97M-V/def2-TZVPD" orbital_gap_ev="8.4 / 3.7" spin_multiplicity=2 e_tot_ha=-3998.30116 largest_force_ev_per_a=4.1 de_lowest_kcal_mol=31.2 total_charge=+4
Ru 1.04291 -0.41503 0.25256
C 3.89205 -0.59385 0.89319
N 2.63728 -1.28648 1.32315
C 2.48149 -0.97497 2.76146
C 2.04575 0.46542 2.89610
C 2.32729 1.17202 4.05148
C 1.97465 2.51147 4.13854
C 1.36528 3.10158 3.04380
C 1.11561 2.32834 1.92468
N 1.42578 1.02593 1.83272
C 2.68455 -2.73940 1.01299
C 2.00017 -3.09719 -0.28913
C 2.28960 -4.29980 -0.91209
C 1.58164 -4.66674 -2.04699
C 0.59448 -3.81575 -2.52269
C 0.37085 -2.62727 -1.85781
N 1.05701 -2.25840 -0.76484
C 3.87809 -0.35147 -0.57342
C 5.02544 -0.39622 -1.34585
C 4.92548 -0.20375 -2.71362
C 3.66276 -0.01893 -3.25777
C 2.57127 0.01181 -2.41493
N 2.66060 -0.10411 -1.08068
H 3.94237 0.36386 1.41086
H 4.76028 -1.18043 1.19924
H 1.76725 -1.65417 3.22606
H 3.42459 -1.12810 3.29339
H 2.84282 0.68187 4.86790
H 2.19647 3.08385 5.02957
H 1.10056 4.15003 3.04287
H 0.65951 2.77739 1.05467
H 3.71610 -3.09783 1.00095
H 2.18936 -3.28226 1.82257
H 3.05923 -4.94567 -0.50886
H 1.79442 -5.60224 -2.54735
H 0.01234 -4.06554 -3.39852
H -0.38228 -1.92775 -2.19295
H 5.98154 -0.59213 -0.87812
H 5.80539 -0.22869 -3.34250
H 3.52325 0.08806 -4.32462
H 1.57698 0.11520 -2.82100
N -4.19110 -0.39297 4.28725
C -3.06216 0.17395 3.42199
C -1.77347 -0.63704 3.58093
C -1.61234 -1.82016 2.60240
N -0.43186 -1.64505 1.68086
C -2.91833 -2.16009 1.89801
C -3.62075 -1.01250 1.18341
N -3.02609 -0.83711 -0.15437
C -3.50191 0.30650 1.97151
H -3.92235 -0.42474 5.27306
H -4.46498 -1.33825 4.01645
H -5.02647 0.19352 4.22490
H -2.91090 1.16819 3.84127
H -1.68414 -0.98610 4.61297
H -0.94687 0.06059 3.43233
H -1.37135 -2.70596 3.19234
H -0.59115 -2.30927 0.92729
H 0.33224 -2.05604 2.19842
H -3.58357 -2.57029 2.66553
H -2.77828 -3.00097 1.21335
H -4.67879 -1.27709 1.09243
H -3.60663 -0.19319 -0.67751
H -3.12925 -1.71340 -0.65835
H -4.42315 0.89056 1.90497
H -2.71829 0.90725 1.50464
C 0.87351 2.66127 -1.75063
As -0.30574 1.22875 -1.12882
C -1.73266 2.36086 -0.42264
C -1.21374 0.68305 -2.89055
C -1.67801 1.79969 -3.68787
C -3.01323 2.29833 -3.55921
C -3.46385 3.33044 -4.33919
C -2.59469 3.92730 -5.28345
C -1.26624 3.45220 -5.42830
C -0.81940 2.41842 -4.64742
H 0.28820 3.53188 -2.04156
H 1.48566 2.35348 -2.59312
H 1.54571 2.93848 -0.93995
H -1.84999 3.24018 -1.05260
H -1.48259 2.69258 0.58386
H -2.67300 1.81630 -0.39456
H -2.02209 0.03715 -2.55221
H -0.46540 0.09956 -3.42542
H -3.68375 1.82085 -2.85649
H -4.48242 3.68603 -4.25516
H -2.94770 4.74077 -5.90553
H -0.62093 3.90376 -6.17148
H 0.18408 2.03566 -4.77879

# 2
90
Properties=species:S:1:pos:R:3 method="wB97M-V/def2-TZVPD" orbital_gap_ev="6.3 / 2.9" spin_multiplicity=4 e_tot_ha=-2440.26680 largest_force_ev_per_a=3.9 total_charge=+2
Re 0.02754 -0.41137 -2.10218
C -1.53091 0.97067 -1.20014
C -1.90951 0.24542 -2.39696
C -1.84784 0.97874 -3.71194
C -0.47843 1.58432 -4.08330
C 0.75073 1.01422 -3.40153
C 1.05140 1.48161 -2.07120
C 0.31824 2.70849 -1.55419
C -1.16479 2.42699 -1.21229
C 0.65493 -2.34358 -2.21985
H -2.09356 0.66762 -0.31506
H -2.69984 -0.50275 -2.25550
H -2.61387 1.76358 -3.70365
H -2.17878 0.25584 -4.50945
H -0.35627 1.44430 -5.15345
H -0.52035 2.66686 -3.94403
H 1.60144 0.70571 -4.02214
H 2.07636 1.37200 -1.69316
H 0.38633 3.53040 -2.28886
H 0.83212 3.07141 -0.65436
H -1.35698 2.84503 -0.21933
H -1.81882 2.97223 -1.90253
H 1.56051 -2.50122 -1.62176
H 0.86177 -2.61078 -3.26709
H -0.14377 -2.98399 -1.81898
P 1.57901 -0.82870 -5.76348
P -2.39613 -0.11383 -6.39589
N 2.98469 0.19036 -6.31977
N 2.12714 -2.16711 -6.83627
N -2.35213 1.42899 -7.16119
N -3.78790 -0.74730 -7.20575
C 0.39097 -0.13955 -6.97618
C -0.93774 -0.93303 -7.11190
C 4.20238 0.13317 -5.62935
C 5.17817 0.78814 -6.37233
C 4.55919 1.26527 -7.56623
C 3.22174 0.87007 -7.51299
C 2.27221 -3.47535 -6.36837
C 2.73499 -4.27188 -7.40945
C 2.92133 -3.42838 -8.54954
C 2.52599 -2.14552 -8.18042
C -2.21083 2.69192 -6.55966
C -2.12423 3.65001 -7.55146
C -2.21712 2.97482 -8.81177
C -2.34083 1.62232 -8.55288
C -4.77124 -0.07869 -7.96405
C -5.72516 -0.99523 -8.36557
C -5.36268 -2.27158 -7.81687
C -4.17047 -2.10537 -7.12476
H 0.85623 -0.07415 -7.96575
H 0.23099 0.90937 -6.68215
H -1.16351 -1.06930 -8.18300
H -0.88140 -1.92582 -6.62575
H 4.25475 -0.36848 -4.67726
H 6.22011 0.90213 -6.09965
H 5.02912 1.81763 -8.36842
H 2.44006 1.01433 -8.24202
H 2.02584 -3.69529 -5.34361
H 2.91222 -5.33802 -7.36862
H 3.30572 -3.71610 -9.51935
H 2.50777 -1.23558 -8.76175
H -2.17972 2.80129 -5.48831
H -1.99066 4.70697 -7.39733
H -2.18787 3.43136 -9.78457
H -2.42777 0.78395 -9.22314
H -4.70423 0.97858 -8.14828
H -6.59506 -0.77657 -8.96835
H -5.93035 -3.17915 -7.91769
H -3.57271 -2.80375 -6.57022
C 0.06762 -1.77018 3.18583
C -0.44880 -0.79766 2.13559
C -1.96524 -0.73783 2.30342
O -0.20338 -1.38237 0.84504
B 0.19587 -0.31882 0.00730
O 0.67047 0.79146 0.72166
C 0.27056 0.63028 2.09550
C -0.60915 1.82374 2.42575
C 1.55189 0.72685 2.91319
H -0.22226 -1.43321 4.18467
H 1.15486 -1.90027 3.16760
H -0.38901 -2.74918 3.00413
H -2.37763 -1.72612 2.08393
H -2.19365 -0.45794 3.33913
H -2.44687 -0.04830 1.60157
H -0.94507 1.80258 3.47016
H -0.02298 2.73665 2.27136
H -1.47304 1.88602 1.75456
H 2.24464 -0.09106 2.68073
H 2.07390 1.65798 2.66315
H 1.30456 0.73654 3.98156

# 3
95
Properties=species:S:1:pos:R:3 method="wB97M-V/def2-TZVPD" orbital_gap_ev=6.9 e_tot_ha=-5264.80551 largest_force_ev_per_a=1.2 total_charge=+2
Y -1.06962 0.29047 0.29102
C -4.31181 -2.36642 -2.02361
C -3.41780 -1.11384 -2.00051
C -3.34617 -0.50077 -3.39408
C -2.05073 -1.49520 -1.43949
C -0.87415 -1.44714 -2.19835
C 0.25770 -2.15630 -1.80909
C 0.27690 -2.92691 -0.65042
C 1.43942 -3.82953 -0.34848
C -0.83202 -2.85400 0.18419
C -1.97458 -2.13457 -0.18576
H -5.20865 -2.17097 -2.61161
H -4.62850 -2.66517 -1.02403
H -3.78330 -3.20654 -2.47878
H -3.89083 -0.38406 -1.33044
H -2.96491 -1.22459 -4.11739
H -2.71797 0.39126 -3.42187
H -4.34824 -0.21681 -3.71587
H -0.87880 -0.94896 -3.15883
H 1.12738 -2.15861 -2.45663
H 2.34658 -3.25214 -0.16752
H 1.63554 -4.48162 -1.20006
H 1.24787 -4.45148 0.52403
H -0.84740 -3.42865 1.10342
H -2.88025 -2.24637 0.40402
Br -3.74727 -3.98515 5.50690
C -1.89976 -3.70546 5.76748
C -1.01214 -4.06018 4.76202
C 0.33068 -3.75143 4.90186
C 0.77873 -3.10170 6.04685
C -0.09572 -2.86526 7.09689
C -1.44912 -3.13708 6.94772
N 2.14735 -2.71588 6.22633
N 2.79565 -2.15651 5.33265
C 2.21004 -1.57065 4.14891
C 3.00974 -1.64003 3.04799
C 2.59356 -1.17264 1.78075
C 1.33191 -0.69618 1.58769
O 0.88603 -0.22012 0.41126
C 0.44054 -0.68978 2.72072
N -0.88522 -0.38272 2.50195
C -1.66724 -0.19325 3.54834
C -1.18213 -0.13889 4.85473
C 0.12078 -0.49567 5.08229
C 0.92999 -0.94296 4.01411
H -1.37285 -4.56083 3.87277
H 1.03886 -4.01578 4.12461
H 0.28316 -2.41987 8.00955
H -2.14586 -2.91335 7.74420
H 3.98981 -2.08646 3.16536
H 3.27971 -1.18202 0.94243
H -2.72212 -0.03143 3.35747
H -1.83613 0.15961 5.66250
H 0.54038 -0.41844 6.07520
C -4.19085 1.37364 1.32413
N -3.58078 2.41600 2.16109
C -4.59639 3.21346 2.87441
P -2.21979 3.14634 1.61380
O -1.08517 2.16364 1.49368
O -2.55625 3.67603 0.10828
P -1.87640 3.05137 -1.24006
O -2.06688 1.54974 -1.17660
N -0.31435 3.49977 -1.25363
C 0.14083 4.68569 -0.50847
C 0.73034 2.46792 -1.42004
N -2.65049 3.69169 -2.49185
C -2.31319 5.01602 -3.03129
C -4.01013 3.22712 -2.81172
N -1.81457 4.46812 2.42878
C -2.59603 5.71208 2.34840
C -0.93610 4.35106 3.60694
H -4.84678 0.76035 1.93960
H -3.43708 0.71212 0.88793
H -4.77222 1.79887 0.50276
H -5.20101 2.53927 3.47877
H -5.25351 3.75367 2.18837
H -4.11529 3.91742 3.54576
H -0.66062 5.41727 -0.42484
H 0.96773 5.14411 -1.04877
H 0.47637 4.41223 0.49453
H 0.37476 1.68069 -2.08396
H 1.05211 2.04742 -0.46476
H 1.60077 2.92341 -1.88878
H -1.26636 5.24300 -2.84872
H -2.94167 5.79344 -2.59290
H -2.47516 5.00304 -4.10799
H -4.19933 2.26436 -2.34029
H -4.09792 3.10256 -3.88999
H -4.75851 3.94680 -2.47594
H -3.29843 5.67177 1.51821
H -1.91676 6.54827 2.18493
H -3.14764 5.89095 3.27147
H -0.32325 3.45566 3.52838
H -1.51437 4.31216 4.53216
H -0.27963 5.21981 3.63826

# 4
89
Properties=species:S:1:pos:R:3 method="wB97M-V/def2-TZVPD" orbital_gap_ev=7.6 e_tot_ha=-3383.60073 largest_force_ev_per_a=6.9 de_lowest_kcal_mol=0.0 total_charge=+2
P -1.30904 1.39142 -1.79699
C -2.15921 2.95123 -1.75676
C -1.71422 4.00935 -2.57019
H -0.77701 3.91117 -3.12415
C -2.48137 5.16753 -2.67651
H -2.13782 5.97697 -3.32049
C -3.68207 5.27879 -1.96816
H -4.28688 6.18133 -2.06841
C -4.10805 4.24030 -1.13249
H -5.04145 4.33091 -0.57581
C -3.34620 3.07975 -1.01039
H -3.65889 2.26463 -0.35352
C 0.34393 1.60989 -2.45568
C 1.21512 2.49017 -1.79112
H 0.84480 3.10127 -0.96316
C 2.54624 2.58042 -2.19234
H 3.22421 3.24894 -1.65766
C 2.99862 1.83628 -3.28715
H 4.03449 1.92866 -3.61680
C 2.12481 0.98724 -3.96918
H 2.46598 0.41921 -4.83679
C 0.79961 0.85809 -3.55431
H 0.11019 0.20907 -4.10117
C -2.19839 0.16719 -2.75788
C -2.80429 0.57707 -3.96081
H -2.74487 1.62624 -4.26389
C -3.46498 -0.35407 -4.75850
H -3.90279 -0.03316 -5.70375
C -3.56688 -1.68675 -4.34358
H -4.09831 -2.40956 -4.96362
C -2.99014 -2.09191 -3.13572
H -3.07833 -3.12568 -2.79491
C -2.28644 -1.17596 -2.35345
H -1.81912 -1.49244 -1.41866
Zr -0.50906 -0.09619 2.19361
C 1.47480 -1.59160 1.80071
C 1.97342 -1.65038 0.55916
H 1.92878 -2.16872 2.62073
C 1.22433 -0.89527 -0.54168
O 0.75578 -1.88195 -1.49701
H 0.32326 -1.43405 -2.24871
C 0.10668 -0.21926 0.10496
H 1.87095 -0.14055 -1.03563
C -0.92628 0.57351 0.11295
Cl -2.35858 1.22359 3.02687
P -1.95436 -2.36973 2.24345
P 1.24544 1.82873 2.85766
C -3.14170 -2.40571 3.62605
H -3.74546 -1.49048 3.60706
H -2.58928 -2.45224 4.57451
H -3.78846 -3.28828 3.52201
C -2.97086 -2.77987 0.79312
H -2.34915 -3.23573 0.01121
H -3.40786 -1.85678 0.39022
H -3.77819 -3.46976 1.07580
C -0.98883 -3.88104 2.56205
H -0.49682 -3.78960 3.54046
H -0.22311 -3.98751 1.78412
H -1.65407 -4.75617 2.55927
C 1.11357 2.18268 4.64259
H 1.52299 1.34967 5.22971
H 0.05621 2.30289 4.91110
H 1.65979 3.10720 4.87298
C 3.02493 1.50388 2.65848
H 3.24266 1.30862 1.59983
H 3.29756 0.60715 3.23109
H 3.62094 2.35997 3.00594
C 1.00786 3.45536 2.08623
H -0.06816 3.62539 1.94526
H 1.50272 3.48428 1.10693
H 1.41884 4.24094 2.73560
P 3.43209 -2.56938 -0.01006
C 4.40872 -3.06454 1.39522
C 4.34179 -1.44648 -1.07756
H 3.77995 -3.58959 2.12623
H 4.86858 -2.18640 1.86925
H 5.20118 -3.73806 1.03994
H 3.74201 -1.17464 -1.95635
H 5.26350 -1.94369 -1.40772
H 4.60116 -0.53458 -0.52228
C 2.85357 -3.97543 -0.95502
H 2.26402 -4.63268 -0.30358
H 3.71535 -4.52316 -1.35696
H 2.20966 -3.60833 -1.76340
H -1.76295 0.85204 0.77784
O -0.31129 -2.42534 5.64569
C 0.15214 -1.33461 5.31540
O 0.02790 -0.76666 4.13379
H 0.74008 -0.70502 6.01489

# 5
90
Properties=species:S:1:pos:R:3 method="wB97M-V/def2-TZVPD" orbital_gap_ev="5.1 / 6.5" spin_multiplicity=2 e_tot_ha=-6397.28246 largest_force_ev_per_a=2.7 de_lowest_kcal_mol=55.5 total_charge=-1
In 0.53429 -0.31206 -0.17846
C 1.66284 0.32245 -4.48976
C 1.87223 0.42118 -2.95850
O 1.39347 -0.53487 -2.26555
C 2.50488 1.53032 -2.48031
C 2.84906 1.79968 -1.12310
C 3.70784 3.00383 -0.87962
N 2.44874 1.03686 -0.18330
N 3.01085 1.34774 1.07414
C 2.17559 2.08960 1.86824
O 1.04377 2.41000 1.53648
C 2.68813 2.50629 3.23996
C 1.79315 2.52659 4.30924
C 2.22181 3.01683 5.51776
C 3.55830 3.50603 5.66370
C 4.38064 3.52725 4.59942
C 3.93812 3.07340 3.35280
H 1.77528 -0.70677 -4.89322
H 0.63290 0.58648 -4.69437
H 2.36672 0.96329 -4.92532
H 2.91384 2.18392 -3.22145
H 4.21122 3.30140 -1.80667
H 3.14098 3.80871 -0.41797
H 4.47224 2.73167 -0.13495
H 0.72943 2.19074 4.14970
H 1.53915 3.04502 6.31074
H 3.89016 4.01035 6.56382
H 5.34981 4.03252 4.73323
H 4.66923 2.95174 2.51065
C 0.81818 -3.21153 -1.44361
N 1.60679 -2.57505 -0.32634
C 3.01081 -2.48638 -0.70744
C 1.59007 -3.49118 0.88985
C 2.00405 -2.76315 2.15965
N 0.89369 -1.88321 2.61633
C -0.12466 -2.64345 3.37971
C 1.35703 -0.77441 3.43794
H 0.99379 -4.30643 -1.42053
H 1.09845 -2.79960 -2.38482
H -0.23705 -3.06409 -1.29330
H 3.41580 -3.49692 -0.86287
H 3.55348 -1.92591 -0.01964
H 3.17011 -1.97243 -1.58706
H 2.31183 -4.26536 0.67745
H 0.60515 -3.94076 1.04398
H 2.76232 -2.05209 1.90752
H 2.49049 -3.34916 2.90407
H 0.20749 -2.78645 4.41694
H -0.31724 -3.62419 2.87119
H -1.01424 -2.07680 3.35273
H 1.67279 -1.00477 4.50434
H 0.49465 -0.07104 3.55512
H 2.13826 -0.24008 2.97726
C -3.72873 -3.21386 -0.43745
Ge -3.47156 -2.11175 -2.08205
C -2.46225 -3.08722 -3.49404
C -5.36773 -1.77647 -2.56285
Ge -2.07495 -0.29134 -1.16690
C -3.11761 0.53231 0.27153
C -3.12037 -0.23016 1.47476
C -3.94667 0.14376 2.51582
C -4.66417 1.33348 2.41572
C -4.54993 2.14909 1.33379
C -3.82148 1.70192 0.18269
C -1.95012 1.08260 -2.51552
C -1.41607 2.37873 -2.20542
C -1.31852 3.34248 -3.19860
C -1.67699 3.04460 -4.48715
C -2.16390 1.79539 -4.82375
C -2.24991 0.81669 -3.85252
H -4.24952 -4.18569 -0.62581
H -4.32245 -2.64150 0.29677
H -2.76554 -3.43550 -0.01343
H -1.69630 -2.38381 -3.84381
H -3.14952 -3.35985 -4.34709
H -2.02702 -4.00935 -3.15381
H -5.51497 -1.57240 -3.63293
H -5.82946 -0.95180 -1.99055
H -5.92827 -2.66611 -2.34697
H -2.50845 -1.06779 1.68332
H -4.04567 -0.45184 3.43296
H -5.30728 1.66876 3.21722
H -5.15806 3.03684 1.24054
H -3.83710 2.38085 -0.71300
H -1.12441 2.62394 -1.23283
H -1.02143 4.33360 -2.90619
H -1.66845 3.77611 -5.29622
H -2.42492 1.58999 -5.89004
H -2.72088 -0.12933 -4.09850
S 4.42394 0.26886 1.42648